66
Properties=species:S:1:pos:R:3:forces:R:3 method="wB97M-V/def2-TZVPD" lumo_ev=-4.33 homo_lumo_gap_ha=0.3329 total_charge=+1 homo_ev=-13.389
O 2.334516 -1.343187 1.163762 -0.002 -0.691 0.425
C 2.367399 -0.403792 0.471342 0.165 0.428 -0.080
F 2.342738 0.829412 0.971318 -0.045 0.297 -0.080
N 2.419906 -0.363094 -0.949781 -0.267 -0.723 0.515
C 1.321519 -0.868369 -1.609612 0.323 -0.194 -0.496
O 1.284190 -1.185843 -2.742522 0.015 -0.183 -0.607
N 0.076609 -1.004552 -0.812936 0.003 0.780 0.355
C -0.618493 0.091900 -0.506945 -0.639 -0.227 0.385
C -1.811556 -0.052851 0.204419 0.494 -0.728 -0.304
C -2.168071 -1.340576 0.547803 -0.240 0.307 -0.066
C -1.367052 -2.414560 0.150956 0.562 0.445 -0.244
N -0.245382 -2.250942 -0.528330 -0.224 -0.081 0.136
H 3.282236 -0.798617 -1.298266 0.027 0.440 -0.238
H -0.228262 1.050125 -0.819057 0.169 0.044 -0.119
H -2.395480 0.806342 0.465654 -0.138 0.121 0.014
H -3.078814 -1.517886 1.103129 -0.021 -0.042 -0.022
H -1.623283 -3.425032 0.405118 -0.062 -0.321 0.004
C 1.037929 1.495148 -4.863841 -0.016 -0.025 -0.254
N 0.938258 2.479717 -3.755947 -0.004 -0.101 -0.047
O 0.234822 3.450977 -3.900783 -0.090 0.045 -0.008
O 1.563355 2.222076 -2.740024 -0.043 -0.109 0.195
H 0.414388 1.826573 -5.683884 -0.031 0.077 0.041
H 2.078404 1.423667 -5.165650 0.056 0.006 0.144
H 0.685112 0.549134 -4.466693 0.090 -0.059 -0.044
C 6.362109 0.398919 0.024610 -0.003 0.020 0.092
N 6.398062 -0.067450 -1.388981 -0.343 -0.207 0.021
O 5.719843 -1.047609 -1.678221 -0.171 0.157 0.101
O 7.067894 0.557736 -2.165867 0.161 0.050 -0.053
H 5.728104 -0.266258 0.599277 0.030 -0.051 -0.041
H 7.379095 0.389218 0.402700 0.025 0.091 -0.015
H 5.975119 1.413760 0.013096 0.111 0.038 0.000
C -3.405228 2.135832 -4.327876 -0.031 0.018 -0.136
N -2.629514 0.892798 -4.061565 0.083 0.125 -0.090
O -1.821576 0.534059 -4.891146 -0.073 -0.012 0.074
O -2.842932 0.320268 -3.010163 0.060 -0.022 0.171
H -3.098430 2.528701 -5.288915 0.032 -0.029 -0.011
H -4.456812 1.866630 -4.323550 -0.015 -0.003 0.072
H -3.184260 2.832415 -3.525133 -0.027 -0.026 0.051
C -5.747482 -1.620118 4.130695 -0.101 -0.077 0.036
N -5.270753 -1.813238 2.735221 -0.006 0.014 -0.029
O -5.530919 -2.845625 2.173189 -0.011 -0.072 -0.030
O -4.628409 -0.897884 2.235966 -0.062 0.083 0.209
H -6.291610 -2.508159 4.426347 0.001 -0.026 -0.032
H -4.871958 -1.463265 4.752761 0.013 0.063 -0.017
H -6.384396 -0.740990 4.135717 0.051 0.049 0.000
C -2.370972 -7.164076 0.744961 -0.090 0.042 -0.113
N -2.443299 -6.129225 1.814207 -0.066 -0.026 0.042
O -3.046588 -5.096417 1.573343 0.119 0.099 -0.136
O -1.900371 -6.381341 2.862339 0.054 -0.008 0.042
H -2.903068 -6.796877 -0.123784 -0.021 0.031 0.017
H -1.320321 -7.332650 0.530181 0.018 -0.052 0.064
H -2.828494 -8.066033 1.138519 0.057 -0.028 0.041
C -0.731125 3.179922 3.073648 0.072 -0.133 -0.041
N -1.650244 3.511414 1.949283 -0.040 -0.019 -0.095
O -1.756180 2.705042 1.033612 0.191 0.122 0.147
O -2.237155 4.557473 2.011581 -0.054 0.093 0.018
H -0.278788 2.214873 2.878104 -0.020 -0.004 -0.027
H 0.013582 3.968397 3.120575 -0.047 0.058 0.045
H -1.326086 3.163744 3.981300 -0.002 0.076 0.016
C 3.840817 3.424182 2.457183 -0.006 0.205 0.038
N 5.328150 3.381726 2.323880 -0.057 -0.060 -0.036
O 5.880886 4.352517 1.865905 0.007 0.080 -0.038
O 5.883573 2.359890 2.680356 -0.114 -0.103 -0.036
H 3.498789 4.380732 2.079673 0.044 0.018 -0.009
H 3.426050 2.600472 1.885520 0.120 -0.008 0.065
H 3.609912 3.310755 3.512199 0.029 -0.074 0.015



52
Properties=species:S:1:pos:R:3:forces:R:3 method="wB97M-V/def2-TZVPD" lumo_ev="-4.31 / -4.86" homo_lumo_gap_ha="0.1882 / 0.2589" total_charge=+1 de_lowest_kj_mol=287.6 spin_multiplicity=5 homo_ev="-9.432 / -11.910"
O -0.082639 -0.838527 -3.422343 2.581 -1.043 -2.078
H 0.112226 -0.843993 -4.378615 0.149 -0.035 0.567
Ir 0.639516 0.129684 -0.062202 -0.030 -1.398 1.735
N 1.861731 -1.375160 -0.565235 1.180 0.227 0.757
N -0.479960 -1.665649 0.181908 -0.277 -0.619 -0.621
N 0.834385 2.126057 -0.139744 -0.028 2.624 0.583
N -0.852684 0.934899 1.106553 -1.612 3.263 1.037
O 3.103233 -1.212560 -0.547733 -0.124 0.130 -0.175
O 1.991724 2.767257 -0.589554 -0.604 -0.376 0.067
O -1.528015 0.251499 2.034635 0.123 0.307 -0.959
O -1.578854 -1.856291 0.857327 0.821 0.928 -0.011
C 0.021610 -2.772388 -0.441427 1.870 0.170 -1.205
C 1.295879 -2.559995 -1.004675 -2.488 -1.770 0.523
C -0.079452 2.963284 0.357502 2.647 -1.492 -1.289
C -1.095226 2.265020 1.075960 0.345 -2.632 1.031
C 2.052164 -3.499458 -1.892675 0.014 0.190 -0.019
H 1.772799 -3.281167 -2.944368 0.242 -0.183 0.471
H 1.785252 -4.550015 -1.660992 0.252 0.654 -0.177
H 3.134512 -3.322442 -1.754025 -0.551 -0.246 -0.160
C -0.803011 -4.014554 -0.456890 0.108 -0.660 -0.045
H -1.776888 -3.884307 -0.969866 0.528 0.087 0.344
H -0.996276 -4.358875 0.578193 -0.029 0.287 -0.519
H -0.245362 -4.817393 -0.960101 -0.264 0.287 0.094
C 0.194666 4.413051 0.282478 -0.721 0.559 -0.117
C -2.092390 2.924065 1.966038 -0.443 0.080 -0.021
H 0.578138 4.684606 -0.714528 -0.066 -0.134 0.511
H 0.921151 4.716780 1.048063 -0.035 -0.120 -0.218
H -0.732867 4.957551 0.464114 0.119 0.091 0.013
H -2.878458 2.202324 2.263478 0.528 0.492 -0.161
H -2.545062 3.762152 1.413269 0.046 -0.250 0.290
H -1.616259 3.344197 2.878109 -0.220 -0.321 -0.475
H 2.475591 2.079201 -1.092875 -0.234 -0.074 0.097
H -1.620428 -0.711787 1.555051 -0.337 -0.518 0.359
C -1.493340 0.049821 -2.116707 -2.580 0.517 1.711
H -1.752566 -0.990263 -2.307618 -0.108 0.724 -0.078
H -1.278453 0.771706 -2.875680 -0.381 0.043 -0.238
H -2.001486 0.452468 -1.236703 0.191 0.116 0.208
O 1.416282 0.525760 -1.857603 -0.206 0.674 -1.229
H 0.648506 -0.349465 -2.944982 -0.463 -0.810 -0.859
H 0.951415 1.315070 -2.178136 0.109 -0.048 -0.170
C 2.060625 1.976526 2.680594 0.050 0.743 0.175
C 1.959491 0.515349 2.722880 -0.023 -0.876 -0.752
N 1.440512 -0.332657 1.835018 -0.553 0.264 0.383
C 1.548060 -1.627846 2.345410 0.521 0.885 0.434
C 2.208236 -1.519353 3.531956 -0.397 -0.641 -0.371
N 2.445293 -0.190372 3.744837 0.441 0.444 0.822
H 1.111456 2.428981 2.988766 0.089 0.022 -0.115
H 2.815264 2.288822 3.409164 -0.101 0.067 -0.158
H 2.354209 2.360585 1.701742 -0.010 -0.135 0.196
H 1.167395 -2.506692 1.842302 0.185 0.292 0.085
H 2.511539 -2.292078 4.202407 0.106 -0.109 0.309
H 2.912413 0.260470 4.541619 -0.357 -0.679 -0.581



52
Properties=species:S:1:pos:R:3:forces:R:3 method="wB97M-V/def2-TZVPD" lumo_ev="-0.48 / -0.48" homo_lumo_gap_ha="0.1959 / 0.1974" de_lowest_kj_mol=0.0 homo_ev="-5.811 / -5.853"
O -3.275188 -2.425767 -0.711018 0.399 0.143 0.893
H -3.945228 -1.901893 -0.234869 0.460 0.022 -0.008
Mg -0.453302 -0.246860 -0.024420 0.040 0.822 1.461
N 0.620003 0.611824 1.686373 -2.084 1.265 1.887
N -1.906188 0.176669 1.513421 0.778 1.422 1.754
N 1.361218 -0.176060 -1.126005 1.495 0.462 -2.842
N -0.951900 -0.921968 -2.029138 0.605 0.435 -2.547
O 1.889800 0.946903 1.676120 1.892 0.059 -0.605
O 2.559403 0.348497 -0.696870 -0.929 -0.555 -0.320
O -2.218851 -1.090950 -2.603956 0.677 -0.320 0.666
O -3.167164 0.012893 1.326145 -0.888 -0.329 -0.329
C -1.517965 0.971187 2.557550 -1.563 -1.586 -1.953
C -0.118774 1.193508 2.662485 2.037 -1.313 -2.330
C 1.291233 -0.330936 -2.444552 0.766 0.386 2.907
C -0.010450 -0.710827 -2.947180 -2.666 -0.799 1.804
C 0.532767 2.077752 3.661410 -0.095 0.082 0.216
H 1.040792 2.910638 3.158007 0.050 -0.193 0.118
H 1.279472 1.513469 4.232600 0.017 0.197 -0.169
H -0.208918 2.478452 4.354471 0.198 0.017 -0.056
C -2.548568 1.662168 3.387323 -0.017 -0.094 0.066
H -3.395668 0.981343 3.559596 0.202 0.326 -0.098
H -2.913806 2.555387 2.846873 -0.072 -0.324 0.250
H -2.124503 1.983536 4.346951 -0.253 -0.076 -0.234
C 2.406969 -0.048345 -3.387569 0.167 -0.056 -0.017
C -0.285979 -0.778204 -4.408321 -0.109 0.228 -0.069
H 3.357052 -0.027283 -2.848842 -0.197 0.022 -0.163
H 2.249729 0.924953 -3.878112 0.111 -0.254 0.101
H 2.422333 -0.830764 -4.158055 0.115 0.285 0.099
H -1.362672 -0.716068 -4.571018 0.279 -0.071 -0.118
H 0.102585 -1.709381 -4.837014 -0.085 0.094 0.095
H 0.221042 0.051464 -4.905545 -0.088 -0.088 -0.066
H 2.362262 0.625300 0.298768 -0.172 -0.145 0.725
H -2.741385 -1.612140 -1.902627 0.432 0.391 -0.178
C -2.251268 -2.805707 0.275063 -0.983 -0.669 -0.026
H -2.218370 -2.127760 1.134326 -0.076 0.088 -0.462
H -1.270791 -2.917906 -0.194999 -0.337 0.173 -0.163
H -2.563443 -3.789316 0.638791 0.300 0.034 0.075
O 0.772974 -2.251917 1.080894 0.191 0.218 -0.233
H 1.526888 -2.378237 0.480002 -0.207 0.106 0.418
H 1.122364 -1.752865 1.844276 -0.149 -0.043 -0.472
C 0.636960 5.301435 -0.802515 0.091 0.275 -0.032
N -0.063086 4.038279 -0.923750 -0.316 -0.621 -0.100
C -1.237928 3.822432 -1.623143 -0.050 -0.823 0.143
C -1.547289 2.488614 -1.460742 0.546 0.697 0.199
N -0.584348 1.914906 -0.657129 0.168 -0.413 -0.295
C 0.307366 2.845029 -0.368171 -0.904 0.726 -0.488
H 1.023663 5.635875 -1.774584 -0.087 -0.158 0.236
H -0.034983 6.077336 -0.412759 0.173 -0.255 -0.044
H 1.474170 5.174176 -0.111391 -0.157 0.036 -0.123
H -1.764028 4.591199 -2.163922 0.160 0.098 0.077
H -2.370687 1.901879 -1.864481 0.238 0.301 0.218
H 1.210237 2.743559 0.217871 -0.102 -0.227 0.129



46
Properties=species:S:1:pos:R:3:forces:R:3 method="wB97M-V/def2-TZVPD" lumo_ev=2.07 homo_lumo_gap_ha=0.1705 total_charge=-1 de_lowest_kj_mol=85.9 homo_ev=-2.568
Pb 1.844304 -1.149443 1.910911 3.142 -3.179 2.803
O 1.472098 -0.646541 4.298080 -0.609 0.552 -0.195
H 0.918501 -0.027087 4.812212 0.275 -0.390 -0.466
O 3.891192 -2.153996 2.821833 -0.202 0.629 -0.218
H 4.790838 -1.791205 2.938183 -0.863 -0.002 -0.188
C 1.863910 -4.247474 -0.435105 1.956 1.241 2.113
O 2.431152 -3.172730 0.322554 -1.440 0.365 -1.296
H 0.795596 -4.212255 -0.648557 -0.472 -0.017 0.063
H 2.401340 -4.436051 -1.364461 0.100 0.219 -0.789
H 2.160153 -5.091199 0.188163 -0.795 -1.025 -0.107
C -4.339310 -0.259095 0.558944 -0.687 0.858 -0.167
C -4.029121 0.519177 1.854051 0.965 -1.283 -0.083
C -3.109662 -0.354586 2.753404 1.386 0.159 1.188
C -1.826275 -0.982405 2.230542 -2.233 0.800 -0.365
N -0.904789 -1.495535 1.785934 -0.312 -0.231 -0.141
H -3.684196 0.017847 -0.267020 0.087 -0.134 0.070
H -5.361228 -0.015766 0.268120 -0.016 0.095 -0.333
H -4.341259 -1.344148 0.662660 0.334 0.071 0.297
H -4.958508 0.790442 2.354806 0.058 -0.518 0.407
H -3.551594 1.491729 1.734816 0.205 -0.148 -0.602
H -3.625677 -1.138395 3.307899 -0.297 -0.208 -0.468
H -2.707395 0.238565 3.574661 -0.133 0.392 0.146
C -1.979484 3.719209 0.391526 0.196 -1.574 -0.222
C -1.054852 3.424009 -0.798866 0.963 0.248 0.444
C -0.731147 1.928066 -1.243543 0.259 0.642 -0.097
C 0.202625 1.088973 -0.429158 0.585 -0.235 1.440
N 0.879311 0.436893 0.267067 -2.168 2.949 -3.137
H -2.037899 4.778404 0.642112 -0.386 -0.072 -0.438
H -1.661814 3.224859 1.309577 0.480 -0.061 -0.008
H -2.909385 3.198123 0.163811 -0.593 0.742 0.122
H -0.137148 3.984395 -0.620253 0.656 -0.659 0.352
H -1.346315 4.026130 -1.659448 -0.794 -0.635 -0.378
H -0.307352 2.043419 -2.241135 0.439 -0.117 0.016
H -1.581698 1.282233 -1.461675 -0.480 0.288 0.432
C 1.472908 -0.933866 -2.986448 0.378 -0.326 0.042
C 2.452997 0.236739 -3.044679 -0.250 -0.681 0.157
C 3.772516 -0.093962 -2.380145 1.501 0.775 0.165
C 3.761340 -0.209271 -0.954631 -0.798 -0.335 0.232
N 3.709101 -0.274464 0.179867 0.351 0.438 0.883
H 0.535363 -0.716305 -3.498092 0.076 -0.119 -0.218
H 1.237618 -1.351463 -2.007493 0.142 0.523 0.399
H 2.018539 -1.761657 -3.439392 -0.426 -0.203 -0.487
H 2.076427 1.150015 -2.583994 -0.113 0.041 0.006
H 2.672115 0.446674 -4.091582 -0.077 0.164 -0.068
H 4.436405 0.765488 -2.473446 0.186 0.244 -0.601
H 4.389760 -0.932488 -2.702609 -0.578 -0.284 -0.707



It is found that the electronic energy values, taken in the order of the records, are -2361.3066; -1394.6278; -1490.9202; -1093.6041 hartree.